Here is a molecular structure, Cl7Ni2O28 from the Open Molecules 2025 dataset. Energies are from wB97M-V/def2-TZVPD.

The expectation value of S² is 6.013. As for the charge: -3. The calculation puts the max |F| at 0.250 hartree/bohr. The multiplicity is 5. The calculation puts the orbital gap (alpha / beta) at 7.8 / 3.4 eV.

The geometry in XYZ format:
```
37
Properties=species:S:1:pos:R:3:lowdin_charge:R:1
Ni 0.749 20.006 20.992 1.12
Ni 1.577 24.539 20.919 0.60
Cl 3.390 17.152 21.737 0.65
O 4.169 16.718 20.612 -0.14
O 4.027 17.081 23.009 -0.23
O 2.726 18.312 21.843 -0.22
O 2.387 16.219 21.430 -0.08
Cl -1.633 22.679 21.936 0.68
O -1.651 23.238 23.196 -0.33
O -0.256 23.000 21.403 -0.41
O -1.465 21.303 22.136 -0.36
O -2.922 23.031 21.246 -0.34
Cl -0.845 18.770 18.023 0.65
O -1.495 19.457 16.968 -0.30
O 0.248 17.900 17.563 -0.37
O -0.394 19.507 19.159 -0.38
O -1.859 17.902 18.528 -0.37
Cl 3.502 21.801 19.707 0.63
O 4.553 21.673 20.676 -0.32
O 2.716 20.696 20.025 -0.37
O 2.685 22.935 19.824 -0.34
O 4.003 21.882 18.371 -0.30
Cl 2.264 21.965 23.714 0.67
O 3.301 21.263 24.248 -0.28
O 1.423 21.035 22.968 -0.39
O 1.452 22.620 24.678 -0.31
O 2.804 23.061 22.801 -0.40
Cl -0.412 24.523 17.406 0.64
O 0.050 24.794 16.119 -0.38
O -1.645 25.302 17.398 -0.41
O -0.595 23.055 17.883 -0.38
O 0.527 25.169 18.228 -0.40
Cl -1.011 17.849 23.517 0.60
O -2.377 17.553 23.916 -0.34
O -0.060 16.684 23.792 -0.42
O -0.704 18.140 22.271 -0.32
O -0.567 18.903 24.357 -0.35
```



Here is a molecular structure, ClCsH4O6 from the Open Molecules 2025 dataset. Energies are from wB97M-V/def2-TZVPD.

The calculation puts the max |F| at 0.068 hartree/bohr. The calculation puts the orbital gap at 8.3 eV.

The geometry in XYZ format:
```
12
Properties=species:S:1:pos:R:3:lowdin_charge:R:1
Cs -0.327 -1.323 -1.639 1.17
Cl -0.446 2.472 -0.604 0.72
O -0.192 2.289 -2.058 -0.43
O -1.845 2.951 -0.283 -0.38
O -0.276 1.126 0.087 -0.57
O 0.550 3.438 -0.143 -0.36
O -1.722 -2.115 0.957 -0.14
H -0.828 -2.527 0.853 0.00
H -1.592 -1.653 1.772 0.04
O 1.834 -1.610 0.401 -0.16
H 2.328 -0.818 0.569 0.04
H 2.512 -2.227 0.088 0.05
```



Here is 2 unconnected molecules or ions with the total composition ClF3Si from the Open Molecules 2025 dataset. Energies are from wB97M-V/def2-TZVPD.

The calculation puts the max |F| at 0.105 hartree/bohr. The calculation puts the orbital gap (alpha / beta) at 11.7 / 5.0 eV.

The geometry in XYZ format:
```
5
Properties=species:S:1:pos:R:3:lowdin_charge:R:1
F 3.395 -0.319 -0.321 -0.19
F -1.475 -1.190 -0.143 -0.18
F -1.921 1.069 -0.404 -0.18
Si -0.933 0.172 0.482 -0.02
Cl 0.934 0.268 0.386 0.57
```



Here is a molecular structure, ClF4O4Sr3 from the Open Molecules 2025 dataset. Energies are from wB97M-V/def2-TZVPD.

As for the charge: +1. The calculation puts the max |F| at 0.080 hartree/bohr. The calculation puts the orbital gap at 5.0 eV.

The geometry in XYZ format:
```
12
Properties=species:S:1:pos:R:3:lowdin_charge:R:1
Sr 3.144 -2.165 0.688 1.59
Sr 1.622 1.359 -0.506 1.60
Sr -0.855 -1.650 1.922 1.75
F 2.332 -2.886 -1.502 -0.74
F 0.844 0.054 -2.367 -0.75
F 0.974 -1.037 0.295 -0.79
F 3.659 0.233 0.206 -0.80
Cl -2.383 1.264 0.229 0.66
O -0.972 0.997 0.514 -0.56
O -2.983 -0.058 0.389 -0.41
O -2.928 2.125 1.224 -0.29
O -2.454 1.764 -1.090 -0.25
```



Here is ClFH2NOP in the gas phase from the Open Molecules 2025 dataset. Energies are from wB97M-V/def2-TZVPD.

The calculation puts the max |F| at 0.132 hartree/bohr. As for the structure (SMILES): N=[P@@](O)(F)Cl. The calculation puts the orbital gap at 9.3 eV.

The geometry in XYZ format:
```
7
Properties=species:S:1:pos:R:3:lowdin_charge:R:1
N 1.292 0.978 0.081 -0.21
O 0.050 -1.299 -0.855 -0.17
F -0.648 -0.963 1.563 -0.23
P -0.271 -0.155 0.221 0.30
Cl -2.007 0.673 -0.072 0.43
H 0.933 1.802 0.529 -0.13
H 0.651 -1.036 -1.466 0.01
```



Here is 2 unconnected molecules or ions with the total composition ClFN2O3 from the Open Molecules 2025 dataset. Energies are from wB97M-V/def2-TZVPD.

The expectation value of S² is 2.014. The calculation puts the max |F| at 0.117 hartree/bohr. The multiplicity is 3. The calculation puts the orbital gap (alpha / beta) at 8.4 / 8.7 eV.

The geometry in XYZ format:
```
7
Properties=species:S:1:pos:R:3:lowdin_charge:R:1
N -0.800 -1.543 -0.335 -0.40
N 0.292 1.737 1.556 0.09
O -1.158 -1.265 0.683 0.23
O -1.155 -1.668 -1.379 0.25
O 1.038 1.670 0.713 -0.46
F 0.760 -1.669 -0.311 -0.10
Cl 1.023 2.739 -0.927 0.38
```